No. 1
ORCA calculation (ωB97M-V/def2-TZVPD) on a cluster of 2 separate species, C2H7OP in total.

## Properties
HOMO energy (alpha / beta)	-5.62 / -10.34	eV
<S²>	2.008
E_tot	-496.76005	Eh
gap between HOMO and LUMO (alpha / beta)	6.41 / 9.49	eV
strongest force on any atom	0.0946	Eh/bohr

Structure (ORCA input):
```
! wB97M-V def2-TZVPD RIJCOSX def2/J DEFGRID3
* xyz 0 3
P -1.98977 0.19223 0.59769
O 1.90339 0.39615 0.67543
C -0.80268 0.56969 -0.71618
C 1.27687 -0.33018 -0.33781
H 1.92731 -0.04078 1.63102
H 0.76223 -1.26220 -0.01165
H -1.18320 0.14408 -1.63987
H -1.86615 -1.21765 0.41043
H 1.40562 -0.03727 -1.33803
H -0.51912 1.55137 -0.80517
H -0.91450 0.03455 1.53414
*
```

No. 2
ORCA calculation (ωB97M-V/def2-TZVPD) on a structure of composition C26H29BrN6O4Ti.

## Properties
HOMO energy	-13.20	eV
E_tot	-5060.75754	Eh
gap between HOMO and LUMO	5.96	eV
strongest force on any atom	0.0101	Eh/bohr

Structure (ORCA input):
```
! wB97M-V def2-TZVPD RIJCOSX def2/J DEFGRID3
* xyz 2 1
Br 4.06471 -0.94877 4.84157
Ti -0.44151 1.34224 -0.89885
O -2.10629 4.44276 0.14005
O -0.82772 3.11507 -1.15810
O 1.14804 1.19447 -1.70324
O 0.25508 2.24600 0.88202
N 4.09486 -3.52667 -1.42767
N -2.06799 0.65969 -1.91341
N 4.54267 -4.02249 -0.38878
N 0.15036 -0.78179 -0.48164
N -2.43610 1.19902 0.24395
N -4.14449 0.04902 -0.99257
C 3.85163 -3.88563 1.94001
C 3.72647 -3.18532 3.12992
C -3.04323 0.66753 1.49021
C -0.45103 -1.80278 0.11304
C 0.08047 3.75123 0.92780
C -1.07660 3.88226 -0.06873
C 3.38977 -2.29750 -1.45056
C 0.12850 -3.06526 0.23442
C -3.40805 -0.99302 -3.10270
C 1.96022 0.09023 -1.68488
C -2.95523 0.59910 -0.95057
C 4.44922 -3.27551 0.84881
C 4.24931 -1.90357 3.22703
C 4.92655 -1.32479 2.16376
C -5.04413 -0.04029 0.17324
C -4.59661 -0.58185 -2.24732
C -4.55259 0.78270 1.35604
C 2.07634 -2.22142 -0.88942
C -2.42278 0.15957 -3.24553
C 5.02024 -2.01414 0.96522
C 1.39540 -3.27710 -0.25804
C 3.19395 -0.01368 -2.25357
C -0.30789 4.14357 2.32687
C 1.39379 -1.00314 -1.00285
C 3.89958 -1.22879 -2.14587
C 1.34902 4.40048 0.41923
H -5.24130 0.12597 -2.77165
H 3.24699 -3.63919 3.98601
H 5.38988 -0.35417 2.27379
H 1.16430 2.03013 1.14128
H -5.12084 -1.09717 0.43890
H -1.17071 3.57534 2.67066
H -2.68385 2.19404 0.20025
H -0.57718 5.19928 2.34192
H 2.17782 4.18752 1.09720
H 4.87348 -1.32936 -2.60628
H -2.72861 -0.36735 1.62432
H -3.76453 -1.30294 -4.08359
H -0.42005 -3.86162 0.71588
H 1.59425 4.05942 -0.58574
H -6.03173 0.29332 -0.14445
H -2.85363 0.97902 -3.82427
H -2.90645 -1.85102 -2.64901
H 3.48901 -4.90294 1.85776
H 5.56479 -1.59437 0.13083
H -5.19973 -1.44793 -1.97765
H -2.65563 1.24736 2.32437
H -5.05059 0.43391 2.25940
H -4.81900 1.83452 1.22573
H 0.52668 3.99074 3.01034
H 1.85542 -4.25307 -0.17656
H -1.51279 -0.16173 -3.74796
H 3.61714 0.82430 -2.79210
H -1.44378 -1.62583 0.50785
H 1.21667 5.48235 0.39390
*
```

No. 3
ORCA calculation (ωB97M-V/def2-TZVPD) on a structure of composition C4H4HgLiO5.

## Properties
HOMO energy (alpha / beta)	-6.87 / -8.06	eV
<S²>	0.755
E_tot	-691.92980	Eh
gap between HOMO and LUMO (alpha / beta)	5.94 / 7.08	eV
strongest force on any atom	0.1641	Eh/bohr

Structure (ORCA input):
```
! wB97M-V def2-TZVPD RIJCOSX def2/J DEFGRID3
* xyz 0 2
Hg 2.72308 3.06798 -2.83743
O 0.16144 -0.00238 1.14953
O 2.35587 0.97767 -1.43994
O 1.32737 -1.55681 0.01922
O 0.30034 2.00216 -1.83610
O -0.78599 -1.03544 -0.55227
C 0.40085 -0.65313 -0.01851
C -1.79428 -0.98369 0.42736
C -1.19956 -0.07334 1.49141
C 1.18924 1.05254 -1.55115
Li 3.01318 -0.70411 0.38595
H -2.69851 -0.53626 0.01346
H -1.33030 -0.49961 2.48645
H -1.64371 0.92204 1.44582
H -2.01902 -1.97762 0.81620
*
```

No. 4
ORCA calculation (ωB97M-V/def2-TZVPD) on a structure of composition C2H4ClNSi.

## Properties
HOMO energy (alpha / beta)	-8.03 / -8.03	eV
E_tot	-882.77813	Eh
gap between HOMO and LUMO (alpha / beta)	7.18 / 7.18	eV
strongest force on any atom	0.0734	Eh/bohr

Structure (ORCA input):
```
! wB97M-V def2-TZVPD RIJCOSX def2/J DEFGRID3
* xyz 0 1
Cl -1.86520 0.71746 -2.06021
Si 0.35245 1.42665 0.34354
N 0.61806 -1.41353 0.90461
C -0.12322 -0.27452 0.29815
C -1.05692 -0.63852 -1.42988
H -0.13918 -2.00218 1.09858
H 1.57286 1.93929 1.04028
H 1.24234 -1.90764 0.31092
H -0.60119 2.15298 -0.50599
*
```

No. 5
ORCA calculation (ωB97M-V/def2-TZVPD) on a cluster of 12 separate species, C11H46O12 in total.

## Properties
HOMO energy	-9.89	eV
E_tot	-1349.41124	Eh
gap between HOMO and LUMO	9.87	eV
strongest force on any atom	0.0613	Eh/bohr
SMILES	CCO.CCO.CCO.CCO.CO.CO.CO.O.O.O.O.O

Structure (ORCA input):
```
! wB97M-V def2-TZVPD RIJCOSX def2/J DEFGRID3
* xyz 0 1
O -8.68761 16.85215 -17.73382
O -13.14857 12.83386 -14.35169
O -13.02483 15.68795 -13.88809
O -10.35268 14.29135 -14.27571
O -15.28377 15.33002 -12.65302
O -18.26818 13.74587 -16.56062
O -9.08452 18.27456 -9.57992
O -11.93416 19.12876 -8.90077
O -10.94880 23.00031 -14.94384
O -14.82838 19.59282 -12.89050
O -16.95620 18.14877 -14.17547
O -12.05725 18.58989 -18.81379
C -16.62246 14.98269 -15.58727
C -8.93073 18.32844 -10.98125
C -11.78235 22.76714 -16.10644
C -12.77609 17.47891 -19.28083
C -12.37860 17.94713 -9.60666
C -17.98360 15.05904 -16.36378
C -9.03141 17.29432 -16.45975
C -13.04708 17.00430 -14.47675
C -12.76576 21.53776 -15.88511
C -11.99649 17.89403 -13.96906
C -9.45514 18.71669 -16.44283
H -16.57692 14.40121 -14.66646
H -11.20345 14.63917 -14.00841
H -8.75569 19.13648 -9.31426
H -10.42506 18.94870 -16.88274
H -17.55227 13.43653 -17.12042
H -12.23879 18.19334 -12.94935
H -8.90739 19.36696 -11.31141
H -15.23290 20.18382 -12.25543
H -12.25670 20.59525 -15.68350
H -13.95948 19.41303 -12.53145
H -15.92354 15.44005 -11.94958
H -15.11875 14.38761 -12.68208
H -8.13070 17.06362 -15.89089
H -13.21577 16.89525 -18.47206
H -15.73904 14.70501 -16.16222
H -13.44840 17.78102 -9.48008
H -10.00947 13.86634 -13.48970
H -9.77583 17.85716 -11.48304
H -11.91902 18.83183 -14.51918
H -18.71559 15.51742 -15.69880
H -13.04692 16.87166 -15.55865
H -16.90455 17.28878 -13.75837
H -13.39760 21.41132 -16.76425
H -12.30656 23.71066 -16.25829
H -9.54487 19.07291 -15.41659
H -16.36385 16.01718 -15.36134
H -13.13441 13.77703 -14.18900
H -12.13409 16.67375 -19.63810
H -10.92252 23.95936 -14.91016
H -11.09997 17.27468 -13.94213
H -11.07926 22.66802 -16.93345
H -8.82058 19.41223 -16.99205
H -14.07226 17.33317 -14.30661
H -9.81782 16.71399 -15.97719
H -11.94585 16.99402 -9.30266
H -13.21880 12.75547 -15.30308
H -8.06704 17.75473 -11.31742
H -11.33744 18.23843 -18.28469
H -13.49664 17.79926 -20.03335
H -16.27491 18.66546 -13.74523
H -12.12552 18.03376 -10.66333
H -13.80752 15.58744 -13.34138
H -10.97725 19.16437 -8.96907
H -8.48582 15.93983 -17.51347
H -17.99887 15.62575 -17.29474
H -13.45289 21.75168 -15.06645
*
```

No. 6
ORCA calculation (ωB97M-V/def2-TZVPD) on a structure of composition C21H27N6O7Re.

## Properties
HOMO energy (alpha / beta)	-2.81 / -2.52	eV
<S²>	0.756
E_tot	-1749.98621	Eh
gap between HOMO and LUMO (alpha / beta)	5.11 / 4.82	eV
strongest force on any atom	0.0477	Eh/bohr

Structure (ORCA input):
```
! wB97M-V def2-TZVPD RIJCOSX def2/J DEFGRID3
* xyz -1 2
Re 0.02620 0.76963 -0.12507
O -1.89788 1.60195 -0.78633
O -3.83900 0.47698 -0.74034
O 1.15890 1.53286 -1.72590
O 0.25595 -1.09826 0.41775
O -0.48401 -0.43334 -1.81300
O 0.25743 2.42634 1.06084
O 4.79823 -0.45342 -2.37334
N -2.30999 -1.93554 -0.54427
N 2.05343 0.56126 0.30723
N -3.23912 -3.28498 1.08882
N 2.79454 0.21069 -0.83875
N -1.38865 0.28385 1.53941
N -1.42865 -4.01194 -0.18795
C 2.24877 1.37912 -4.26147
C 0.73059 2.72733 4.63832
C 4.12999 0.15994 -3.36676
C -2.32951 -3.07001 0.09368
C 2.82566 1.38167 -5.51926
C 2.54388 1.46112 3.73588
C -3.46708 -2.21397 2.08685
C -2.69728 0.90804 1.33449
C 2.70211 0.99892 1.30829
C -4.42985 -1.07806 1.71300
C -2.85313 0.99724 -0.20086
C 4.06413 0.77287 -5.69739
C -3.89902 0.31805 2.09680
C 0.79680 2.27573 2.24817
C 0.15152 -1.41451 -2.52105
C 0.18555 2.86035 3.37379
C 2.88547 0.78351 -3.17621
C 1.91553 2.02235 4.83569
C 2.22085 0.81974 -1.85301
C 4.71068 0.16827 -4.63550
C 2.00439 1.56336 2.45745
H -3.65167 0.32602 3.16627
H -1.22462 -4.73468 0.47584
H -1.46048 -1.49689 -1.01692
H 4.52925 0.76510 -6.67641
H -3.78524 -2.70926 3.00493
H 0.35839 -2.34433 -1.93718
H -4.63035 -1.07015 0.64857
H -2.56742 1.94645 1.65297
H -1.22660 -0.69422 1.24752
H 2.34122 1.91903 5.82529
H -5.39074 -1.24312 2.20648
H -3.37768 -4.23036 1.39630
H 3.78985 0.96393 1.28836
H -0.72784 3.42025 3.21226
H 1.14818 -1.13136 -2.89811
H 2.31582 1.84629 -6.35303
H 5.67166 -0.31470 -4.75962
H 4.24212 -0.37099 -1.55095
H -3.14232 -1.35627 -0.60830
H -4.72103 1.02496 1.96574
H 0.22773 3.18375 5.48379
H 3.47590 0.91983 3.86234
H -0.44625 -1.71870 -3.39516
H 1.28219 1.83056 -4.08042
H -0.74612 -3.79949 -0.90121
H -2.48894 -1.79168 2.30294
H -0.99247 0.39292 2.46769
*
```